No. 1
82
Properties=species:S:1:pos:R:3 method="wB97M-V/def2-TZVPD" e_homo_ha=-0.20694 gap_ev=5.9
Ca -0.83577 -1.31868 -1.19728
C 1.90993 0.81671 -2.65918
C 1.94597 -0.65780 -3.04458
N 0.60751 -1.24973 -3.18104
C -0.13514 -0.64266 -4.30402
C 0.33821 -1.00885 -5.71301
C 0.69156 -2.71206 -3.30854
C 1.31206 -3.38116 -2.06808
N 0.93242 -2.62920 -0.89319
C 1.73309 -2.57330 0.16612
C 1.55866 -1.48016 1.05021
F 0.66280 -0.52728 0.63128
C 2.26632 -1.29251 2.20615
F 1.99529 -0.22021 2.97892
C 3.26333 -2.17295 2.58450
C 3.50934 -3.22744 1.71925
F 4.47365 -4.10540 2.03592
C 2.79724 -3.42901 0.55756
F 3.10355 -4.51467 -0.18923
H 2.88994 1.11530 -2.28682
H 1.17854 0.98274 -1.86657
H 1.65954 1.46799 -3.49594
H 2.46095 -1.19758 -2.25157
H 2.53023 -0.79713 -3.96499
H -0.10735 0.43418 -4.16957
H -1.18831 -0.90162 -4.20138
H 1.39144 -0.76550 -5.86310
H -0.23373 -0.43648 -6.44353
H 0.19957 -2.07020 -5.92272
H 1.28321 -3.00556 -4.18399
H -0.32463 -3.08816 -3.43847
H 2.39861 -3.41869 -2.18791
H 0.96736 -4.42248 -2.03734
H 3.82862 -2.04760 3.49462
N -1.16632 0.14497 2.57489
C -1.84355 -0.99076 2.28596
N -2.03054 -1.49696 1.09960
C -2.90613 -2.56482 1.13869
C -3.34414 -2.91342 2.37311
S -2.71036 -1.83740 3.55986
C -3.32635 -3.19370 -0.10678
C -4.43107 -3.96897 -0.24281
S -4.62862 -4.45122 -1.88341
C -3.19753 -3.53594 -2.29223
N -2.61536 -2.96862 -1.27229
N -2.78205 -3.41585 -3.58316
H -0.63919 0.56662 1.82145
H -0.75209 0.23425 3.48649
H -3.98238 -3.73300 2.65656
H -5.14579 -4.27043 0.50379
H -3.39325 -3.80369 -4.28171
H -2.49801 -2.46240 -3.77665
N -3.20392 -0.48251 -2.74032
C -2.51497 0.79602 -2.52414
O -1.65050 0.54992 -1.26837
C -3.37737 1.76683 -1.66481
C -2.45028 1.45035 -0.49017
H -3.69050 -0.41133 -3.62486
H -3.93289 -0.65467 -2.02716
H -4.41806 1.45513 -1.50773
H -3.36546 2.80543 -1.99101
H -2.92324 0.93930 0.35364
H -1.86049 2.29001 -0.11414
C -0.61872 4.25901 2.97102
N 0.81799 4.17370 3.07360
C 1.63142 3.56811 2.16405
Se 1.17381 2.63239 0.69092
N 2.90527 3.77371 2.59235
C 2.92091 4.50269 3.76892
C 3.94570 4.92826 4.59433
C 3.58660 5.61823 5.74434
C 2.25367 5.88628 6.04467
C 1.22608 5.47026 5.20843
C 1.58212 4.76367 4.07292
H -0.94607 3.60199 2.16913
H -0.92330 5.28025 2.73642
H -1.08190 3.94856 3.90774
H 3.69683 3.41108 2.09181
H 4.98239 4.73712 4.35107
H 4.35821 5.95011 6.42619
H 2.01350 6.42869 6.94928
H 0.19190 5.69991 5.42806


No. 2
17
Properties=species:S:1:pos:R:3 method="wB97M-V/def2-TZVPD" e_homo_ha=-0.25443 gap_ev=3.6
C 0.49324 -0.16432 0.48206
C -3.15163 -0.66865 -2.89895
C -2.02952 -0.58775 -2.24012
O 1.64065 1.29900 3.24989
C -1.02672 -0.41082 -1.36621
C -0.90068 -0.18328 0.03275
H 0.71122 0.18771 1.48660
H 1.03936 -1.09047 0.27094
H 0.90637 0.58388 -0.22016
H -3.97120 -1.28887 -2.55475
H -3.21033 -0.20967 -3.88328
H 2.16313 2.07435 3.05017
H -0.02551 -0.48839 -1.79603
H -1.76595 0.26957 0.51757
H 3.94364 -0.02920 1.78067
H 2.13756 0.64947 2.64062
O 3.04636 0.05742 1.44822


No. 3
47
Properties=species:S:1:pos:R:3 method="wB97M-V/def2-TZVPD" spin_multiplicity=5 total_charge=+1 e_homo_ha="-0.40891 / -0.45174" gap_ev="9.1 / 10.3"
Cr -0.24032 0.45243 -0.38951
C -0.22194 -2.54432 -1.76368
C -1.37155 -1.67416 -2.24240
O -1.90648 -0.89001 -1.17691
C -2.74586 -1.55329 -0.23037
C -1.96799 -1.87197 1.03380
O -1.27572 -0.69977 1.46469
C -1.91564 0.12004 2.44672
C -1.86691 1.56110 1.96815
O -0.59545 1.87898 1.40291
C 0.48005 2.10480 2.31343
C 1.37752 0.88272 2.37991
O 1.71184 0.46723 1.05521
C 2.88221 1.04362 0.47039
C 2.52221 1.56453 -0.91169
O 1.65913 0.65974 -1.60326
C 2.25041 -0.52621 -2.13691
C 1.99902 -1.70670 -1.21677
O 0.60979 -1.77290 -0.89030
H 0.34369 -2.90676 -2.62475
H -0.57601 -3.41561 -1.20739
H -2.15687 -2.28096 -2.69982
H -1.02887 -0.94275 -2.97507
H -3.17710 -2.45674 -0.66813
H -3.55894 -0.85786 -0.01304
H -1.20093 -2.62424 0.85499
H -2.63373 -2.23998 1.81718
H -1.39456 -0.01626 3.39802
H -2.95674 -0.17901 2.58759
H -2.10421 2.24978 2.78280
H -2.57686 1.72357 1.15757
H 0.09859 2.36670 3.30335
H 1.03135 2.96390 1.92523
H 0.86666 0.03496 2.83402
H 2.27936 1.09311 2.95932
H 3.65888 0.27553 0.43034
H 3.25934 1.86938 1.07803
H 3.42097 1.75584 -1.50279
H 1.94822 2.48860 -0.84244
H 3.31993 -0.37851 -2.30501
H 1.77445 -0.68800 -3.10615
H 2.52024 -1.59407 -0.26771
H 2.33290 -2.63626 -1.68318
F -2.31451 2.31318 -1.18016
C -1.05270 1.92848 -1.56068
F -0.32548 3.09047 -1.58747
F -1.18138 1.56764 -2.87805


No. 4
19
Properties=species:S:1:pos:R:3 method="wB97M-V/def2-TZVPD" total_charge=+1 e_homo_ha=-0.51493 smiles="C=[NH+]/C=C/CCC" gap_ev=8.7
C -0.04683 3.58831 -1.69031
N -0.01209 2.80470 -0.68993
C 0.24478 1.41209 -0.80731
C 0.04439 0.49682 0.12490
C 0.31121 -0.94225 -0.11565
C -0.55151 -1.90105 0.74818
C 0.18527 -2.88418 1.63661
H 0.07845 3.29564 -2.73068
H -0.38541 4.59667 -1.55273
H -0.21753 3.22704 0.21714
H 0.55678 1.17979 -1.81648
H -0.32671 0.78091 1.10253
H 0.12505 -1.28302 -1.14781
H 1.39584 -1.14001 -0.20007
H -1.33263 -1.36069 1.27773
H -1.12072 -2.49001 0.03035
H 0.75307 -3.57017 1.01610
H -0.54692 -3.41685 2.23403
H 0.84548 -2.39372 2.36341


No. 5
156
Properties=species:S:1:pos:R:3 method="wB97M-V/def2-TZVPD" total_charge=-1 e_homo_ha=-0.18853 gap_ev=6.9
C -3.57561 -1.67637 -1.54317
P -1.86338 -2.09108 -2.14638
C -1.30066 -3.76344 -1.54827
S -0.44495 -0.57529 -1.52371
O 0.20711 -0.91761 -0.21719
O 0.55146 -0.55147 -2.63867
N -1.39065 0.79944 -1.40914
S -0.45977 2.17909 -1.30092
O -0.91738 3.02309 -0.15054
O 1.00431 1.96728 -1.20063
P -0.95303 3.40700 -3.02813
O -0.52708 2.45736 -4.35078
O -2.62351 3.26154 -3.06113
H -4.19015 -2.56841 -1.35901
H -4.07399 -1.15054 -2.36692
H -3.62183 -1.01736 -0.66982
H -1.76888 -4.10879 -0.61865
H -0.20747 -3.77220 -1.46827
H -1.56018 -4.46578 -2.35050
H 0.42626 2.43310 -4.39049
H -2.99547 4.13720 -3.03409
C 3.56951 3.46334 0.46408
C 3.44411 4.56123 1.50087
O 2.31546 5.38973 1.22326
H 3.66742 3.89267 -0.53533
H 4.43816 2.83060 0.66224
H 2.67510 2.83730 0.45462
H 4.33092 5.19837 1.49144
H 3.33631 4.13655 2.50548
H 1.52952 4.83307 1.23949
C 1.26671 8.92931 0.10218
C 1.07084 8.29433 -1.26283
O 1.05863 9.29737 -2.28078
H 0.47049 9.64880 0.30367
H 1.27054 8.17568 0.89214
H 2.21100 9.47467 0.13765
H 0.12007 7.76452 -1.30893
H 1.87298 7.58003 -1.47490
H 1.90107 9.75384 -2.24351
C 6.37818 4.89976 -2.01832
C 6.33785 6.06144 -1.04442
O 5.23590 6.92534 -1.32507
H 6.45691 5.26077 -3.04458
H 7.22381 4.24266 -1.81314
H 5.45768 4.31401 -1.95299
H 7.24701 6.65896 -1.12108
H 6.25243 5.69558 -0.01468
H 4.43336 6.40153 -1.24745
C 6.07439 9.52787 0.66853
C 5.32540 9.80826 1.95493
O 3.96141 9.44146 1.79510
H 5.63171 10.08144 -0.16049
H 7.12987 9.79976 0.74996
H 5.99813 8.46851 0.42192
H 5.35982 10.86702 2.21317
H 5.75979 9.23880 2.78519
H 3.93954 8.50805 1.56379
C -8.67211 -2.67327 -1.84654
C -7.19763 -3.02707 -1.80957
O -6.70794 -2.96348 -0.46856
H -8.83345 -1.67059 -1.44515
H -9.05991 -2.71042 -2.86796
H -9.24599 -3.36168 -1.22915
H -6.61833 -2.32575 -2.40934
H -7.02903 -4.03319 -2.20150
H -7.21491 -3.58923 0.05230
C 5.91646 4.25537 5.12466
C 7.16799 4.24013 4.26918
O 6.96792 4.97624 3.06393
H 5.07344 3.83095 4.57584
H 6.06405 3.68431 6.04398
H 5.64289 5.28035 5.38961
H 7.42793 3.21954 3.98783
H 8.01369 4.67304 4.81502
H 6.74700 5.87690 3.30870
C 5.25130 2.51257 -5.27336
C 6.72729 2.16803 -5.19769
O 7.22246 2.33065 -3.87173
H 5.08326 3.54020 -4.94793
H 4.87325 2.39964 -6.29134
H 4.66915 1.86624 -4.61231
H 7.30687 2.82819 -5.84302
H 6.89952 1.13498 -5.51927
H 6.72133 1.74382 -3.30082
C 8.12950 0.41690 7.17545
C 7.99884 1.50595 8.22212
O 6.86953 2.33102 7.94985
H 8.23188 0.85587 6.18169
H 8.99665 -0.21750 7.37163
H 7.23569 -0.20859 7.16374
H 8.88184 2.14497 8.22091
H 7.88904 1.07195 9.22185
H 6.09017 1.76804 7.96245
C -8.30755 -5.00220 -6.11624
C -7.29185 -3.97418 -5.65229
O -6.44278 -4.51590 -4.64934
H -8.91294 -5.34498 -5.27532
H -8.96898 -4.58542 -6.87927
H -7.80429 -5.87953 -6.53054
H -7.79503 -3.10891 -5.22051
H -6.67822 -3.63106 -6.49279
H -5.98915 -5.27366 -5.03225
C -4.50731 -8.54135 -8.36522
C -5.51082 -7.98713 -7.37190
O -5.03007 -6.77069 -6.79396
H -3.55010 -8.72693 -7.87619
H -4.86483 -9.47438 -8.80387
H -4.32401 -7.82504 -9.17021
H -5.67404 -8.69744 -6.56128
H -6.47266 -7.79275 -7.85893
H -4.89310 -6.14335 -7.50770
C -11.15423 -4.05899 2.98341
C -9.94870 -4.11418 2.06365
O -10.17396 -3.35901 0.87531
H -12.03911 -4.44340 2.47418
H -10.98567 -4.64654 3.88787
H -11.37108 -3.02798 3.27335
H -9.74778 -5.14189 1.76105
H -9.05922 -3.72455 2.57022
H -10.33963 -2.44995 1.13468
C 4.25861 0.50162 4.43022
C 4.91764 0.65311 5.78741
O 4.45370 -0.35524 6.68923
H 3.17566 0.56947 4.51581
H 4.60439 1.27399 3.73969
H 4.48307 -0.47749 3.99954
H 4.67512 1.62289 6.22362
H 6.00210 0.57639 5.70110
H 4.67419 -1.20735 6.30775
C -6.45219 -7.94021 -3.29413
C -5.63275 -9.14736 -2.88667
O -5.02483 -9.74505 -4.02866
H -7.22484 -8.22603 -4.01047
H -6.92913 -7.47754 -2.42840
H -5.82061 -7.19559 -3.78325
H -6.26564 -9.90111 -2.41866
H -4.85160 -8.86379 -2.17397
H -4.45978 -9.08123 -4.43173
C 1.10245 -2.90763 2.95660
C 0.89803 -1.73195 3.89129
O 1.43047 -0.53869 3.32902
H 2.16415 -3.05246 2.74902
H 0.69764 -3.82829 3.38411
H 0.61002 -2.71935 1.99939
H 1.40480 -1.90255 4.84331
H -0.16981 -1.58067 4.09177
H 0.97372 -0.38160 2.49202
C -2.62257 -5.94618 5.35455
C -1.38016 -5.97526 4.48323
O -1.57616 -5.23146 3.28671
H -3.47692 -6.35353 4.81206
H -2.47612 -6.52672 6.26798
H -2.87574 -4.91981 5.63106
H -1.14216 -6.99843 4.19312
H -0.52064 -5.56229 5.02358
H -1.77378 -4.32571 3.53652


No. 6
6
Properties=species:S:1:pos:R:3 method="wB97M-V/def2-TZVPD" total_charge=+1 e_homo_ha=-0.52872 gap_ev=8.7
F -0.05388 0.00337 0.07010
C 0.78748 -0.05042 -1.02410
H 1.43261 0.84367 -1.05574
H 0.20058 -0.09398 -1.95698
H 1.42945 -0.94573 -0.97021
Na -3.79626 0.24309 4.93694